No. 1
55
Properties=species:S:1:pos:R:3:forces:R:3 method="wB97M-V/def2-TZVPD" orbital_gap_ev=2.17 e_homo_ev=0.20 e_tot_ha=-1700.67954 largest_force_ev_per_a=2.39 total_charge=-1 relative_energy_ev=0.000
Ca -0.28266 0.21343 -3.15496 -0.71 0.23 -0.87
P -0.02102 -0.14292 0.56198 0.08 0.95 -2.19
N 0.01655 0.43913 -0.95384 0.06 -0.24 2.20
N 0.38045 2.09559 -4.62505 0.32 -0.07 -0.72
N -1.93762 1.89402 -2.63109 0.06 0.52 0.41
C 2.50618 -1.19135 -0.04180 0.09 0.01 -0.18
C 1.72517 -0.51707 1.10009 -0.09 -0.39 0.70
C -1.48327 -2.12411 1.92043 -0.21 -0.44 0.03
C -0.25281 -2.86292 -0.12284 -0.03 -0.27 -0.22
C -2.29387 1.27390 1.35547 -0.14 0.23 -0.02
C -2.32085 -1.49667 -0.34455 -0.10 -0.07 -0.09
C -0.60031 0.85256 3.12683 -0.26 0.30 0.37
C 2.47639 0.78214 1.44803 0.18 0.03 0.02
C -1.05118 -1.70399 0.50210 0.07 0.14 0.48
C 1.74816 -1.43106 2.34147 0.51 0.03 0.22
C 1.80346 -0.67143 -3.60922 0.79 -0.53 -0.22
C -0.78755 1.18280 1.63759 0.28 -0.48 0.66
C -0.14738 2.56166 1.36823 0.01 0.05 0.01
H 1.96023 -0.60115 -4.69503 0.14 -0.09 -0.11
H 0.40541 1.39083 -0.91060 -0.06 -0.31 -0.23
H -0.05246 2.79811 0.30265 -0.15 0.03 0.20
H 0.53636 -3.24957 0.53249 -0.15 0.18 -0.17
H 1.19207 -1.01254 3.18983 0.14 -0.18 -0.24
H -2.01328 -3.08350 1.83113 0.06 0.18 0.04
H -2.17922 -1.41789 2.38574 0.15 -0.17 -0.19
H -0.95285 -3.69551 -0.28893 0.11 0.21 0.06
H 2.44272 1.51657 0.63113 -0.04 -0.17 0.20
H 3.53347 0.51871 1.60462 -0.22 0.04 -0.07
H 2.12823 1.24645 2.37887 0.07 -0.12 -0.31
H 1.23573 1.87613 -5.15054 -0.27 0.04 0.22
H 2.46421 -0.61403 -0.97358 -0.11 -0.15 0.22
H -0.64107 -2.28868 2.60148 -0.20 0.06 -0.15
H -2.75662 -2.48756 -0.53588 0.07 0.19 0.03
H -1.01719 -0.12361 3.39871 0.14 0.28 -0.01
H -2.84985 0.41278 1.74297 0.13 0.16 -0.13
H -3.08476 -0.90675 0.17076 0.20 -0.04 -0.18
H -2.67678 2.15903 1.88368 0.06 -0.16 -0.13
H 2.64284 -0.14729 -3.13373 0.11 0.10 0.00
H 1.38384 -2.44531 2.14246 0.10 0.30 0.01
H -0.31904 2.38836 -5.31583 0.08 -0.04 0.25
H -2.72856 1.26301 -2.76013 -0.52 -0.01 -0.08
H 0.17906 -2.61398 -1.10226 -0.10 0.05 0.26
H -2.13105 -1.03432 -1.32521 -0.06 -0.15 0.35
H 2.79817 -1.52136 2.65960 -0.19 -0.06 -0.01
H 0.58803 2.90893 -4.05070 -0.03 0.18 0.10
H 2.16792 -2.20972 -0.25364 0.08 0.30 0.02
H -0.79095 3.33002 1.81733 0.06 -0.16 -0.12
H -1.14856 1.61430 3.70116 0.16 -0.17 0.00
H -2.10034 2.72261 -3.20272 -0.16 -0.04 0.05
H 3.55950 -1.25336 0.26795 -0.19 -0.01 0.00
H 0.84023 2.66570 1.82627 -0.24 -0.03 -0.12
H 0.44743 0.89027 3.44474 -0.26 0.04 -0.07
H 1.90909 -1.73171 -3.34294 0.17 -0.19 -0.03
H -2.52366 1.40295 0.28999 0.08 -0.09 0.26
H -1.92615 2.17941 -1.64070 -0.06 0.02 -0.47

---

No. 2
109
Properties=species:S:1:pos:R:3:forces:R:3 method="wB97M-V/def2-TZVPD" multiplicity=6 orbital_gap_ev="3.70 / 5.44" e_homo_ev="-4.02 / -6.84" e_tot_ha=-4281.79863 largest_force_ev_per_a=0.40 total_charge=0 s_squared=8.843
Ru -1.57335 0.74149 -1.49084 -0.29 -0.03 -0.28
S -0.87517 0.68705 1.84527 0.03 0.15 0.08
S 1.87321 0.62076 -0.81624 -0.01 0.03 0.08
S -3.43339 0.88629 -5.56426 -0.02 0.00 0.01
S 1.42436 -0.92804 1.47932 0.09 -0.03 0.00
F -0.84205 -5.28710 -3.10205 0.00 -0.02 0.00
F -1.46160 2.68594 -1.28055 0.04 0.05 0.03
N 2.22254 -0.66541 0.17839 -0.05 -0.02 0.01
N 0.59711 0.69474 -1.47706 0.20 0.02 -0.10
N -1.54748 0.59223 0.56998 0.02 -0.14 0.15
N -1.82514 0.87918 -3.49327 -0.04 0.03 0.06
N 0.69515 0.27207 2.13982 -0.03 0.05 0.03
C -6.36337 0.92625 -1.90919 -0.02 -0.01 0.02
C 3.37750 2.04624 1.05531 0.01 -0.02 0.01
C -0.85978 4.96665 3.31637 0.01 0.00 0.03
C -1.69932 0.79461 -5.82258 0.00 -0.01 0.01
C 4.73937 -1.95894 4.37985 0.03 -0.02 -0.02
C 4.28850 1.30551 -2.03924 0.01 0.03 0.01
C 1.04416 0.66362 -5.83918 0.01 -0.01 0.01
C 2.70031 -1.34755 2.64415 -0.03 0.00 -0.08
C -5.53010 0.93341 -3.01369 0.00 0.01 -0.03
C 1.42542 3.11084 0.07539 -0.01 0.03 -0.01
C 0.40841 -2.36168 1.35403 -0.05 -0.02 -0.04
C -1.88155 -1.29649 5.25607 0.01 0.00 0.00
C 2.74181 4.26393 1.72925 0.00 -0.01 -0.03
C 3.16077 -0.71074 -2.76226 -0.01 -0.02 0.00
C 4.13561 -0.90954 -3.72342 0.01 0.00 -0.01
C -1.63531 4.57054 2.23792 -0.02 -0.01 -0.02
C 0.38576 0.73158 -4.62091 -0.02 0.01 0.01
C -0.33677 -4.41731 2.37587 0.02 -0.02 0.03
C -0.42432 -2.16846 -1.14070 -0.04 0.00 0.02
C -3.59710 0.76979 -1.51293 0.10 0.00 0.00
C 0.56766 -3.35242 2.28891 0.02 -0.01 0.04
C 3.67453 -1.18543 4.81399 -0.04 0.02 0.00
C -3.58899 -1.69369 3.60635 -0.01 0.00 0.01
C -3.07675 -1.89775 4.87778 -0.01 0.00 0.00
C -0.15387 -3.50882 -1.75525 0.01 0.00 0.03
C -1.46058 -4.46976 1.51956 0.00 0.02 -0.01
C 4.78489 -2.42369 3.06983 0.00 -0.01 0.02
C -1.54575 -1.36715 -1.78058 -0.03 0.02 0.00
C 5.18701 -0.00719 -3.84503 0.00 0.00 0.00
C 3.25665 0.39120 -1.91979 -0.01 -0.04 0.02
C 5.26062 1.09637 -3.01019 0.00 -0.01 -0.01
C 3.60043 3.17124 1.82968 -0.01 0.02 0.01
C -2.40128 -2.02446 -2.61178 0.01 0.01 0.00
C 2.63866 -0.87641 3.94166 -0.01 0.00 0.07
C -1.71835 -0.29650 3.08916 -0.03 0.01 -0.03
C -1.19438 -0.49595 4.35946 0.01 0.01 0.03
C -0.00530 2.73302 3.55148 -0.02 -0.02 0.04
C -4.13206 0.87423 -2.83175 -0.04 -0.01 0.02
C 2.29509 2.03872 0.18416 0.01 0.03 0.00
C -0.75731 -2.33744 0.39877 -0.01 -0.08 -0.04
C -2.21528 -3.37371 -3.01293 -0.02 0.00 0.00
C -1.04029 0.73061 -7.03427 0.02 0.00 -0.02
C -1.66050 -3.50344 0.59345 0.01 0.00 -0.01
C -1.61613 3.24903 1.80996 -0.04 0.04 0.00
C -0.03992 4.05197 3.96957 -0.02 0.01 -0.01
C -4.45671 0.79259 -0.43718 -0.03 0.00 0.01
C -2.91204 -0.88368 2.70405 0.00 -0.01 0.01
C -1.05504 -4.04457 -2.60258 0.02 0.01 0.01
C 3.76406 -2.11552 2.18749 0.01 0.01 -0.02
C 0.34907 0.66188 -7.04410 -0.02 0.00 0.00
C 1.66186 4.23368 0.86167 0.04 0.02 -0.03
C -1.00957 0.79680 -4.59438 0.05 -0.03 -0.03
C -3.16568 0.90543 -3.84449 0.03 0.00 -0.01
C -5.84667 0.87037 -0.61833 0.02 -0.01 -0.02
C -0.80916 2.34859 2.48661 0.03 -0.05 0.03
H 5.62073 -3.02185 2.73286 0.00 0.00 0.00
H -0.87983 5.99821 3.64488 0.00 0.00 0.00
H 0.88120 0.60999 -7.98505 -0.01 0.00 0.01
H 1.38977 -3.32378 2.99152 0.00 0.00 -0.02
H 2.91598 5.14027 2.34126 0.00 0.00 0.00
H 4.43870 3.19867 2.51454 -0.01 0.00 -0.01
H 0.48146 -1.57408 -1.19157 0.05 0.02 0.01
H 0.98821 5.07830 0.79785 0.01 -0.02 0.00
H 5.94344 -0.16093 -4.60367 0.00 0.00 0.00
H -1.35720 -1.44508 0.60883 0.01 -0.02 -0.01
H -6.51000 0.88500 0.23764 0.01 0.00 -0.01
H 0.58183 4.37126 4.79608 0.00 0.00 0.00
H -4.05689 0.76829 0.56953 -0.01 0.01 -0.02
H -5.94868 0.99890 -4.01200 0.01 0.00 0.01
H -7.43654 0.97518 -2.05524 0.01 0.00 0.00
H 2.12744 0.61547 -5.84550 -0.01 0.00 0.00
H 0.72994 -4.06711 -1.46709 -0.01 0.01 -0.01
H -2.51489 -3.53772 -0.07352 0.01 0.00 0.00
H -1.59907 0.73259 -7.96223 0.00 0.00 0.01
H -2.15799 -5.29329 1.60314 0.00 0.00 0.00
H -1.48201 -1.45621 6.24921 -0.01 0.00 0.00
H -2.25383 5.28757 1.71446 0.01 0.00 0.00
H 0.92918 0.74610 -3.68971 -0.01 0.01 0.01
H -3.60863 -2.52639 5.58035 0.01 0.00 -0.01
H -2.17462 2.92807 0.93703 0.01 0.01 0.02
H -3.24327 -1.49511 -3.04053 0.00 0.01 -0.01
H 3.64637 -0.81761 5.83098 0.00 0.00 0.00
H 6.07019 1.80640 -3.11659 0.00 0.00 0.00
H -0.25846 -0.03802 4.64806 -0.05 0.02 -0.01
H -0.16845 -5.19136 3.11147 0.00 0.00 -0.01
H 4.06617 -1.76041 -4.38835 0.00 0.01 0.00
H 4.02836 1.18246 1.12717 -0.01 0.00 0.01
H 0.65842 2.02488 4.02797 0.00 -0.01 -0.02
H -3.29228 -0.71489 1.70380 0.02 -0.02 0.02
H 0.56029 3.04703 -0.58209 0.04 0.01 -0.02
H 2.31823 -1.38851 -2.68091 0.01 0.02 0.00
H 1.80331 -0.26609 4.25210 0.04 -0.01 -0.01
H 4.33594 2.17606 -1.39884 0.00 -0.02 -0.02
H 3.79271 -2.44914 1.15858 -0.01 0.01 0.01
H -2.90440 -3.86280 -3.68726 0.01 0.01 0.00
H 5.54421 -2.19823 5.06256 0.00 0.00 0.00
H -4.51816 -2.16166 3.30863 0.01 0.00 0.00

---

No. 3
88
Properties=species:S:1:pos:R:3:forces:R:3 method="wB97M-V/def2-TZVPD" smiles="O=C1c2ccccc2C(=O)c2ccccc21.O=C1c2ccccc2C(=O)c2ccccc21.O=C1c2ccccc2C(=O)c2ccccc21.O=C1C=C(CCO)C(=O)O1" orbital_gap_ev=8.68 e_homo_ev=-9.75 e_tot_ha=-2599.63168 largest_force_ev_per_a=0.34 total_charge=0
O 0.54069 -1.66899 5.21037 -0.05 -0.01 0.00
O 5.44351 5.82016 6.13065 0.00 0.00 -0.01
O 1.79210 2.42041 -0.08018 0.16 0.11 -0.28
O 3.58905 1.30337 3.89972 0.01 0.00 -0.01
O -0.09202 2.40732 1.14727 0.15 -0.06 0.30
O -4.47456 0.21257 -4.13051 -0.02 -0.03 0.01
O -2.61389 4.70328 -1.86014 0.00 0.00 -0.01
O -1.48727 1.87334 2.83386 0.02 -0.14 -0.04
O -0.47069 -3.81730 -2.45766 0.00 0.01 0.00
O -2.23281 -8.34500 -4.73655 0.00 0.00 -0.01
C 0.19600 0.28172 2.08476 0.03 0.06 -0.08
C -3.02583 3.69810 -2.39671 0.00 0.01 0.01
C -0.09505 -0.87305 2.97272 -0.01 -0.03 0.08
C -0.86670 -4.83234 -2.99246 0.00 0.00 -0.01
C 0.48822 -8.18482 -4.11605 0.06 -0.02 0.00
C 3.15090 6.00903 4.51939 -0.05 0.03 -0.03
C -3.17770 -3.94637 -3.15568 -0.06 0.08 -0.01
C 1.40753 -5.82849 -2.96028 0.06 -0.02 0.01
C 1.82650 -8.04633 -3.79009 -0.01 0.00 0.00
C 2.28685 -6.86685 -3.21476 -0.01 0.01 0.00
C -4.04633 1.23911 -3.64569 0.01 -0.01 0.00
C 5.92548 1.12544 5.43346 0.05 -0.03 0.02
C 5.74278 3.50359 5.79368 -0.03 0.00 -0.01
C -4.45921 3.56870 -2.79343 0.03 -0.02 -0.01
C 2.02860 6.03352 3.70667 0.02 -0.01 0.01
C 3.35816 3.63923 4.14766 0.02 -0.07 0.03
C -1.74609 0.31709 -3.52154 0.08 -0.08 0.02
C 1.57098 4.86520 3.10594 0.02 0.02 0.00
C -0.59080 1.55563 2.12240 -0.23 0.18 -0.07
C -2.29452 -4.99272 -3.38926 0.04 -0.01 0.00
C -1.83190 -7.31192 -4.24577 0.00 0.00 0.00
C 0.06250 -5.96234 -3.28377 -0.03 0.00 0.00
C -5.31936 4.63456 -2.55899 -0.06 0.03 0.00
C 5.03829 4.80700 5.60354 -0.01 0.01 0.00
C 3.82329 4.81320 4.74074 0.03 -0.01 0.01
C -2.60923 1.37779 -3.27581 -0.02 0.03 -0.01
C -4.50270 -4.05798 -3.54094 -0.01 0.02 0.00
C -7.12656 3.39080 -3.54514 0.01 -0.01 0.00
C -2.74953 -6.16318 -3.99983 0.03 -0.01 0.01
C -4.08086 -6.27152 -4.38288 -0.06 0.03 0.00
C -2.12174 2.54909 -2.69056 -0.03 -0.01 0.01
C 7.07621 1.10136 6.20251 -0.01 0.00 0.00
C -4.95328 -5.21957 -4.15828 0.03 -0.01 0.00
C 1.16221 0.45786 1.18966 0.06 -0.08 -0.04
C 2.23788 3.67441 3.33150 -0.10 0.03 -0.07
C 1.05758 1.82512 0.63571 -0.14 -0.08 0.11
C -4.94036 2.40699 -3.39886 0.03 -0.01 0.01
C 6.89902 3.47304 6.56334 0.04 -0.03 0.03
C -0.39772 -7.14344 -3.86805 -0.02 0.02 -0.01
C -0.40557 0.42468 -3.19246 -0.01 -0.01 0.03
C 0.08094 1.59343 -2.61668 0.00 -0.04 -0.03
C 4.02874 2.32978 4.37929 0.01 0.02 0.02
C 1.01712 -1.07020 4.02273 0.05 0.02 -0.09
C -6.64900 4.54509 -2.93371 0.01 0.00 0.00
C -6.27579 2.32339 -3.77498 -0.06 0.02 0.00
C 7.56442 2.27568 6.76477 -0.01 0.01 0.00
C -0.77548 2.65190 -2.36157 0.06 -0.02 0.03
C 5.25712 2.32549 5.22258 -0.02 0.02 -0.02
H 1.50853 6.96691 3.53581 0.00 0.00 0.00
H 7.26191 4.39470 6.99729 -0.03 0.01 -0.01
H -4.93001 5.52479 -2.08426 0.03 -0.01 0.00
H -5.98749 -5.30236 -4.46573 0.00 0.00 0.01
H -8.16527 3.32568 -3.84183 0.00 0.00 0.01
H 0.70141 4.88373 2.46184 0.00 -0.01 0.01
H 0.17590 -2.53545 5.00764 0.03 -0.04 -0.01
H 7.59610 0.16636 6.36558 0.00 0.00 0.00
H 5.53146 0.22217 4.98816 -0.02 0.02 -0.01
H 0.11290 -9.09361 -4.56627 -0.03 0.02 0.00
H -7.31720 5.37653 -2.75101 0.00 0.00 0.00
H -0.19427 -1.76458 2.34786 -0.06 -0.04 0.11
H 2.51529 -8.85780 -3.98544 0.00 0.00 0.00
H 1.90925 2.75193 2.87610 0.01 0.00 0.06
H -1.03658 -0.70992 3.49854 0.01 0.07 -0.04
H 8.46606 2.25480 7.36287 0.00 0.00 0.00
H 1.43530 -0.10520 4.30843 -0.04 -0.04 0.05
H 1.83278 -1.65888 3.58703 0.02 0.08 0.01
H -6.63046 1.41661 -4.24555 0.03 -0.01 0.01
H 1.12743 1.67601 -2.35619 -0.01 0.02 -0.03
H -2.81325 -3.04747 -2.67691 0.03 -0.01 -0.01
H 1.94114 -0.22696 0.89152 0.03 0.05 0.01
H -4.41515 -7.18408 -4.85722 0.03 -0.01 0.01
H 1.74768 -4.90546 -2.51110 -0.03 0.01 0.00
H -5.18306 -3.23491 -3.36569 0.00 0.00 -0.01
H 0.26001 -0.40916 -3.37563 0.00 0.01 -0.02
H 3.51996 6.91031 4.98964 0.03 -0.02 0.01
H -0.41249 3.55967 -1.89876 -0.03 0.01 0.00
H -2.13243 -0.58982 -3.96701 -0.06 0.04 -0.02
H 3.33444 -6.75958 -2.96536 0.00 0.00 0.00

---

No. 4
24
Properties=species:S:1:pos:R:3:forces:R:3 method="wB97M-V/def2-TZVPD" orbital_gap_ev=3.96 e_homo_ev=-14.51 e_tot_ha=-1855.70832 largest_force_ev_per_a=1.94 total_charge=+2 relative_energy_ev=0.140
Cl 2.54263 -2.08256 3.93830 -0.28 -0.06 -0.18
Cl 1.70020 -4.09476 1.37779 0.03 -0.07 -0.13
Mg 0.38685 2.11963 -2.64988 0.80 -0.20 0.40
Mg -2.82606 1.43601 -1.86033 1.71 0.09 0.92
O -1.18987 2.72501 -1.45458 -0.80 -0.31 -0.65
O 0.92942 3.19369 -1.11015 -0.82 0.04 -0.04
O -1.60483 0.00201 -1.86120 -0.51 -0.08 -0.54
O 0.51374 0.24007 -2.45930 -0.59 -0.29 -0.26
C -0.29552 -1.97924 -2.27136 0.22 -0.27 -0.32
C -0.24534 3.28061 -0.69225 0.27 0.30 -0.10
C -0.46477 -0.51827 -2.18871 -0.04 0.69 0.10
C 0.88819 -2.30229 3.26968 0.77 0.31 0.06
C 0.90717 -2.56103 1.78260 -0.31 -0.23 0.18
C -0.60057 3.99999 0.54283 -0.16 -0.14 0.37
H 0.27646 4.50605 0.93005 0.00 0.14 -0.04
H -0.13601 -2.65556 1.46965 0.07 0.08 -0.14
H -1.42275 4.68992 0.35179 0.08 0.07 -0.02
H -0.94317 3.29990 1.31176 0.00 -0.07 -0.12
H 0.21731 -2.37492 -1.39137 -0.05 0.12 0.12
H 0.43315 -3.12856 3.80340 -0.12 0.02 0.06
H 0.37535 -2.15970 -3.11228 -0.01 -0.15 0.04
H -1.23476 -2.50176 -2.41738 -0.07 0.05 0.13
H 0.38190 -1.35889 3.46460 -0.23 -0.13 0.07
H 1.41130 -1.77534 1.22636 0.03 0.11 0.08

---

No. 5
28
Properties=species:S:1:pos:R:3:forces:R:3 method="wB97M-V/def2-TZVPD" orbital_gap_ev=9.16 e_homo_ev=-9.09 e_tot_ha=-3263.67481 largest_force_ev_per_a=5.70 total_charge=0 relative_energy_ev=2.727
Br 2.93809 0.72213 -1.81253 -0.47 0.54 0.46
O -1.06965 -0.56565 1.38709 -0.10 0.16 1.04
O -0.23547 -2.26863 -0.52425 0.46 0.60 0.13
O 0.71853 -1.18217 -2.30051 -0.18 -1.23 -0.28
O -0.18954 1.54056 1.26123 -0.97 0.41 0.80
C 0.13386 1.35050 -1.32566 0.24 0.09 -0.85
C 1.46658 1.36737 -0.76793 -1.78 -3.67 -3.98
C 1.64418 -3.80569 -0.85675 -0.22 0.62 0.54
C -1.81826 2.99094 2.60481 0.99 1.11 0.60
C -0.84630 1.87234 2.48788 1.01 -1.09 3.56
C 0.18372 -1.20147 -1.21207 0.42 -0.78 -0.78
C -0.44114 0.28120 0.82206 -0.71 -0.84 -1.13
C 0.01138 0.05490 -0.56534 1.37 4.36 1.24
C -0.50715 2.06056 -2.23961 -0.09 -1.70 1.49
C 0.15129 -3.59191 -0.99258 -0.35 2.33 -3.48
H 1.73833 1.75661 0.10530 0.91 1.42 3.41
H 2.06480 -2.86639 -0.46135 0.11 -0.50 -0.13
H -1.44523 1.86922 -2.66113 -1.38 -0.97 -0.14
H -0.48700 -4.15802 -0.33119 -0.03 -0.84 -0.61
H -1.36744 1.04915 2.91683 -0.45 -1.36 -0.59
H -2.56961 2.93757 1.91435 -2.42 -0.80 -1.71
H -1.34870 3.86927 2.25400 0.72 1.57 0.27
H 1.71980 -4.56461 -0.10716 0.87 -0.60 0.36
H 2.15940 -4.05657 -1.78673 -0.23 -0.08 0.23
H -0.06189 -3.50494 -2.16452 -0.25 -1.05 2.54
H -2.28615 3.14771 3.61535 0.90 -0.44 -0.90
H -0.10115 1.94891 3.33662 0.01 0.48 -1.35
H -0.15527 2.94709 -2.59620 1.61 2.26 -0.76